Record 1
Formula: C47H59As2ClCsGeN3OSeTe
Source: OMol25
Level of theory: ωB97M-V with the def2-TZVPD basis set

Geometry as ORCA input:
```
! wB97M-V def2-TZVPD RIJCOSX def2/J DEFGRID3
* xyz 0 1
Cs 17.97913 16.94780 15.26742
C 22.63058 16.26925 17.74220
C 22.51420 15.90079 19.22080
As 21.24821 17.20471 20.12919
C 22.24093 17.36157 21.77314
C 23.56599 17.67948 21.79097
C 24.24529 17.76383 22.99474
C 23.67222 17.49420 24.20084
C 22.28902 17.24248 24.20191
C 21.55292 17.14632 23.02144
C 19.85405 15.92669 20.55062
C 20.01557 14.82952 21.43039
C 18.91528 13.95304 21.55865
C 17.67591 14.24052 20.97817
C 17.58309 15.34991 20.16385
C 18.67062 16.15357 19.88684
As 24.49668 16.30343 16.89754
C 25.50505 16.88314 18.50965
C 26.21674 15.99784 19.33137
C 27.08544 16.59042 20.27823
C 27.41453 17.92958 20.26769
C 26.66417 18.77159 19.44389
C 25.65579 18.24330 18.64996
C 24.73140 14.31324 16.92518
C 26.01092 13.85340 16.61814
C 26.24450 12.49239 16.58557
C 25.22612 11.60656 16.85430
C 23.98218 12.09303 17.18070
C 23.66939 13.45630 17.16118
H 22.35285 17.28001 17.55757
H 22.00950 15.67548 17.09085
H 23.46067 15.86834 19.73227
H 22.19860 14.88356 19.49231
H 24.07817 17.92237 20.92421
H 25.21725 18.19676 22.96404
H 24.24117 17.51238 25.13560
H 21.85828 17.15658 25.20210
H 20.48134 16.97647 23.07459
H 20.94951 14.56379 21.89766
H 19.04722 13.11346 22.20166
H 16.89677 13.51413 21.15428
H 16.59903 15.72944 19.86351
H 18.47546 17.02992 19.26084
H 26.20004 14.92816 19.13077
H 27.57280 15.92196 20.96281
H 28.21829 18.30335 20.92799
H 26.90351 19.83961 19.39639
H 24.98136 18.86123 18.16803
H 26.80531 14.59141 16.53063
H 27.26789 12.11918 16.42395
H 25.42338 10.58178 16.86366
H 23.19688 11.46915 17.60806
H 22.64750 13.78521 17.36888
Cl 19.78875 19.79722 10.82402
C 19.38680 18.86400 12.34584
H 19.82521 17.87625 12.29991
H 18.31094 18.76842 12.23704
C 21.48527 21.01036 13.50046
Te 19.89664 19.77544 14.27434
C 17.71489 20.53572 14.43452
H 21.17347 21.60869 12.61524
H 22.25318 20.26269 13.13495
H 21.92700 21.60778 14.32976
H 17.76482 21.40228 15.12747
H 16.96343 19.83557 14.87762
H 17.40364 20.78949 13.40642
C 8.90679 21.49218 9.05479
C 10.35428 20.99724 9.34877
C 10.90028 21.18572 10.65148
C 12.13254 20.72672 10.98838
C 12.84254 19.89479 10.08743
N 14.14681 19.56224 10.43243
C 14.54687 18.75771 11.45076
O 15.72215 18.63733 11.81582
N 13.44732 18.16380 12.14682
C 13.56365 17.41773 13.33487
C 12.63644 17.46365 14.38418
C 12.82946 16.76648 15.56819
C 14.06234 16.04267 15.67618
N 14.91039 15.96958 14.66843
C 14.67133 16.57146 13.46533
C 12.23236 19.57892 8.83423
C 11.01532 20.16114 8.46842
H 8.94838 22.52036 8.71060
H 8.40460 21.49385 10.01293
H 8.37762 20.83681 8.35580
H 10.23664 21.62395 11.42129
H 12.64575 20.99327 11.91788
H 14.86506 19.79479 9.75190
H 12.45278 18.32848 11.80801
H 11.76568 18.11543 14.33340
H 12.11400 16.76947 16.39916
H 14.40619 15.50790 16.57581
H 15.46753 16.49606 12.77552
H 12.74074 19.00860 8.07326
H 10.64282 19.99716 7.47841
C 20.41694 9.30709 16.61472
Ge 19.60860 10.18959 14.98811
C 18.20836 9.08151 14.22120
C 20.87519 10.88282 13.63889
C 18.71665 11.71731 15.79999
Se 18.51497 13.35889 14.71171
C 16.96394 12.92898 13.61449
H 21.00486 8.49056 16.35885
H 19.61550 8.95829 17.28296
H 20.93177 10.10571 17.12941
H 17.61840 8.52839 14.98455
H 18.64760 8.31188 13.54269
H 17.52570 9.81007 13.72105
H 21.36232 10.02162 13.18046
H 21.62023 11.45862 14.15614
H 20.39084 11.54643 12.93058
H 19.34378 12.07724 16.63300
H 17.72704 11.45570 16.14720
H 16.78732 11.87381 13.57632
H 17.17000 13.34698 12.59640
H 16.04472 13.41597 13.99064
*
```

Computed properties:
Energy above the lowest of the compared OMol25 structures with the same formula, charge and spin = 3.3022 eV
LUMO level (spin up / spin down) = -0.11 / -0.11 eV

***

Record 2
Formula: C5H14
Source: OMol25
Level of theory: ωB97M-V with the def2-TZVPD basis set

Geometry as ORCA input:
```
! wB97M-V def2-TZVPD RIJCOSX def2/J DEFGRID3
* xyz -1 2
C -0.73598 3.20636 -1.24182
C -1.48825 2.20180 -0.56998
H 0.34103 3.03877 -1.08607
H -1.08003 3.56653 -2.14824
H -0.69561 4.13868 -0.70225
H -0.87223 1.28596 -0.30748
H -2.32106 1.69596 -1.24872
H -1.91500 2.60410 0.35649
C 1.04881 -2.33631 0.11283
C 1.50570 -0.84286 0.42813
C 0.02962 -2.93396 1.21964
H 0.38757 -2.21442 -0.71315
H 1.76165 -3.06595 -0.17757
H 2.10281 -0.87646 1.35578
H 0.54822 -3.76178 1.68757
H -0.23602 -2.04720 1.85741
H -0.89904 -2.99670 0.83020
H 1.82633 -0.43269 -0.52103
H 0.69148 -0.22983 0.86827
*
```

Computed properties:
Energy above the lowest of the compared OMol25 structures with the same formula, charge and spin = 1.9939 eV
LUMO level (spin up / spin down) = 4.16 / 4.24 eV

***

Record 3
Formula: C8H15CeCl2NO2P
Source: OMol25
Level of theory: ωB97M-V with the def2-TZVPD basis set

Geometry as ORCA input:
```
! wB97M-V def2-TZVPD RIJCOSX def2/J DEFGRID3
* xyz 2 2
C 1.05922 5.66116 0.23284
C 0.58344 4.26008 0.09792
H 1.25072 5.90823 1.28697
H 0.29605 6.34518 -0.17616
H 1.98652 5.78567 -0.35216
O 0.41140 3.39829 0.97014
Cl 0.17830 3.76934 -1.69147
Ce -0.19926 1.38352 -0.33596
P 2.16924 -0.39181 -0.28321
C 3.09890 -1.38908 0.91666
C 2.53161 -1.34116 -1.79987
H 2.87517 1.78705 -1.18928
H 4.24324 0.68753 -0.81305
H 3.40925 1.56945 0.50561
C 3.27374 1.06497 -0.46083
H 2.06095 -0.85380 -2.66085
H 3.61835 -1.41151 -1.94029
H 4.13528 -1.52118 0.57072
H 2.62646 -2.37619 1.01151
H 2.10710 -2.34851 -1.69741
H 3.10375 -0.90923 1.90233
C 0.25338 -0.26163 1.71344
O 0.15732 -1.05784 2.54943
Cl -0.28337 0.56289 -2.75427
C -3.54040 -2.19720 0.31400
C -2.69240 -1.04512 0.23548
N -1.99638 -0.10961 0.13101
H -3.21982 -2.84570 1.14206
H -3.48427 -2.76554 -0.62638
H -4.57958 -1.88549 0.48331
*
```

Computed properties:
Energy above the lowest of the compared OMol25 structures with the same formula, charge and spin = 0.0000 eV
LUMO level (spin up / spin down) = -7.62 / -7.59 eV

***

Record 4
Formula: C7H7Cl16FNO4S3
Source: OMol25
Level of theory: ωB97M-V with the def2-TZVPD basis set

Geometry as ORCA input:
```
! wB97M-V def2-TZVPD RIJCOSX def2/J DEFGRID3
* xyz -1 1
O 6.77066 -0.66231 0.14740
S 5.39496 -1.19257 -0.39951
O 4.86677 -0.32050 -1.56246
S 5.82570 -3.12003 -1.22898
N 4.31143 -1.36434 0.95726
S 2.90009 -0.34604 0.82307
O 2.15777 -0.33805 2.21636
O 3.34266 1.15483 0.61286
C 1.77455 -0.77286 -0.60983
C 1.02628 -2.22529 -0.50953
C 1.66518 -3.27439 0.57380
F 2.94705 -3.91778 0.09854
H 4.58578 -3.49134 -1.84128
H 0.90782 0.04806 -0.60981
H 2.28504 -0.68425 -1.67076
H -0.13344 -2.04816 -0.38127
H 1.14668 -2.73682 -1.58152
H 1.75545 -2.85819 1.67356
H 0.89379 -4.18275 0.64848
C -1.83344 -2.79960 -3.03701
Cl -0.38832 -1.82730 -3.41215
Cl -1.83478 -4.27263 -4.03936
Cl -1.81305 -3.25354 -1.31420
Cl -3.29762 -1.84493 -3.38234
C -1.69762 0.48622 2.57381
Cl -0.25249 1.45852 2.19867
Cl -1.69896 -0.98681 1.57147
Cl -1.67723 0.03229 4.29662
Cl -3.16180 1.44089 2.22848
C -4.69762 5.42071 2.86347
Cl -5.75616 6.69778 3.51389
Cl -5.67722 3.99143 2.44867
Cl -3.87290 6.01993 1.40219
Cl -3.48419 4.97368 4.08912
C -2.65616 3.35923 -1.87154
Cl -3.61786 4.30672 -3.03425
Cl -3.38980 3.48433 -0.25271
Cl -2.62470 1.65158 -2.37902
Cl -0.99227 3.99427 -1.82020
*
```

Computed properties:
LUMO level = 1.41 eV